i | C34H56N2O4P3Pb as an isolated structure, computed with wB97M-V/def2-TZVPD.

```
100
Properties=species:S:1:pos:R:3:lowdin_charge:R:1
H 5.3566 -2.3854 0.1410 0.067
C -3.7422 1.8625 -0.0576 -0.698
O -2.2856 -0.4312 4.2708 -0.376
H -5.6664 -2.4045 -0.0921 0.100
H 0.7087 3.6379 -2.1841 0.113
C -2.5363 -0.0392 5.6371 -0.094
C 0.8997 -1.7294 -1.8620 -0.339
H 6.3037 0.0406 -0.3532 0.055
H -5.8093 1.0871 -0.1303 0.070
C 4.3869 -2.5162 0.6376 -0.107
H 1.0642 1.2615 -6.5507 0.112
H -3.6751 -3.3269 1.0947 0.104
H -0.4234 1.8746 4.7356 0.079
H -2.4432 -2.7126 -0.0328 0.080
C -3.8990 2.4306 1.3667 -0.089
H -5.5974 -0.8140 -0.8607 0.066
H 6.7320 0.3533 -2.0314 0.089
Pb -0.3513 0.4052 1.0254 1.096
O -0.6127 -2.3418 3.7959 -0.341
C 3.7118 -1.1853 0.9864 -0.682
H 1.2439 -0.0250 -4.4046 0.119
C 5.9955 -0.1579 -1.3863 -0.096
O 0.2418 -0.1727 4.7577 -0.354
C -3.0481 -2.4565 0.8474 -0.078
H -5.0492 1.3209 -1.7358 0.089
C 0.7098 3.8501 -4.3397 -0.073
C 4.5758 1.9222 -1.5011 -0.099
C -2.8904 2.8316 -0.8978 -0.092
C 0.6877 -2.8466 -2.7313 -0.042
H 2.7137 -2.1077 2.6849 0.094
H -0.1049 -2.4791 5.8406 0.086
C 4.3463 0.0749 -3.2071 -0.098
P -0.7987 -0.7268 3.6121 0.701
C -1.6058 -2.2375 -2.9701 -0.072
H 2.9328 -2.0355 -2.1831 0.059
C -2.5075 -0.2340 -1.7360 -0.257
H 4.0928 0.6256 2.1564 0.072
H -3.5646 -0.3529 5.8443 0.096
H 3.7419 -3.1401 0.0048 0.076
H 1.5647 -3.4368 -2.9915 0.109
C -0.6487 -3.0258 5.0596 -0.090
P -2.8775 0.1848 0.0261 0.979
H 3.3951 0.4757 -3.5630 0.046
H 4.5586 -3.0770 1.5693 0.078
H 4.9627 -0.8263 2.7072 0.088
C 0.8419 3.1744 -5.5547 -0.077
P 3.1832 -0.2921 -0.6425 1.046
H 4.7296 2.1783 -0.4416 0.078
H -2.9290 2.6184 1.8502 0.068
H -1.8320 2.8450 -0.6000 0.065
C 0.3851 2.7885 1.9788 -0.103
C 1.0156 1.7832 -5.5905 -0.063
C -1.3907 -1.2683 -1.9868 -0.376
H -4.4259 3.3940 1.2934 0.097
C -4.7223 -0.8866 1.8633 -0.088
O 1.0964 3.6344 2.2733 0.110
H -3.2867 3.8477 -0.7568 0.100
C -5.1214 1.7137 -0.7126 -0.087
H -0.1409 -3.9791 4.8891 0.096
H -2.9566 2.6015 -1.9684 0.083
H -2.4645 1.0553 5.7406 0.088
C 2.4497 -1.4806 1.8171 -0.150
H 1.6776 -2.0172 1.2448 0.069
H -2.3770 -2.2777 1.7019 0.050
H 0.5231 4.9278 -4.3121 0.110
H 5.5250 0.0561 1.2781 0.051
H 4.3650 -1.0028 -3.4040 0.081
H -1.6865 -3.2129 5.3663 0.094
C -0.5492 -3.0878 -3.2991 -0.068
H -4.4920 1.7801 2.0217 0.067
H 3.6315 2.3692 -1.8291 0.055
C 0.4058 1.2328 5.0863 -0.101
C 0.8196 3.1307 -3.1475 -0.043
H -0.6903 -3.9027 -4.0023 0.109
H 0.7945 3.7313 -6.4886 0.107
C 1.4226 1.1644 -1.8870 -0.274
N -0.2190 -1.0962 -1.3600 0.028
C -3.9751 -1.2572 0.5700 -0.674
C 1.1342 1.0630 -4.3997 -0.035
H -5.2982 -1.7695 2.1841 0.099
H -4.4919 -2.1226 -1.3794 0.080
C -4.9832 -1.6544 -0.5179 -0.080
H 2.0186 -0.5587 2.2369 0.009
H -3.4212 -0.5571 -2.2655 0.083
C 2.2581 -1.3147 -1.7049 -0.288
C 4.5983 0.3935 -1.7321 -0.647
C 1.1100 1.7557 -3.1661 -0.223
H 0.4868 1.2981 6.1810 0.104
H -2.5811 -2.2808 -3.4516 0.103
H -1.8618 -0.5417 6.3512 0.091
N 1.2913 1.2935 -0.6896 -0.064
H 6.0720 -1.2351 -1.5912 0.079
H -2.1791 0.6931 -2.2414 0.087
H -5.5794 2.7133 -0.7776 0.099
H 5.1463 0.5473 -3.7928 0.092
H -4.0270 -0.6244 2.6782 0.062
C 4.6301 -0.2710 1.8165 -0.094
H 5.3922 2.3845 -2.0730 0.086
H -5.4551 -0.0802 1.7082 0.071
H 1.3433 1.5887 4.6359 0.086
```

Computed properties:
E_HOMO: -7.84 eV
Gap between HOMO and LUMO: 4.59 eV
Multiplicity: 1
Net charge: +1

ii | C34H56N2O4P3Pb as an isolated structure, computed with wB97M-V/def2-TZVPD.

```
100
Properties=species:S:1:pos:R:3:lowdin_charge:R:1
H 5.3483 -2.7251 2.0571 0.093
C 4.6148 -0.0690 1.9888 -0.095
H 3.5962 0.2689 -3.4984 0.092
C -2.6267 0.1114 5.3960 -0.104
H 0.2371 4.7747 -2.7953 0.124
H -1.6247 2.8972 -0.7927 0.046
C 3.7827 -0.0325 -1.3670 -0.672
P -0.9410 -0.6969 3.3719 0.744
C -3.2954 2.3513 1.3547 -0.098
C -4.8629 1.6957 -0.5175 -0.094
H 1.4190 2.3352 -6.9809 0.118
H -2.8410 1.0245 4.8155 0.081
O -2.0255 -0.9281 4.5915 -0.363
H -4.3648 -1.9924 -1.5543 0.077
H 3.9434 0.7886 2.1386 0.072
C 0.4982 4.2465 -3.7142 -0.014
C 0.3616 1.2299 4.8350 -0.121
H -2.2029 -2.3730 -3.6238 0.104
H -5.3832 -0.6942 -0.8804 0.058
C -1.1811 -1.4758 -1.9633 -0.378
H 3.0100 -1.3222 -2.9553 0.086
Pb 0.1898 0.3824 0.7171 0.991
C 0.6600 4.9406 -4.9090 -0.057
C 0.9971 4.2534 -6.0763 -0.049
C 3.0488 -0.2552 -2.6970 -0.101
H 1.1324 4.8041 -7.0061 0.117
H 4.4338 1.6619 -0.1249 0.064
C 5.1694 -0.6696 -1.4918 -0.099
C 0.6797 2.8472 -3.6833 -0.208
H 5.8103 -0.4927 -0.6211 0.064
H -5.2800 2.7143 -0.5502 0.094
H -3.5754 -0.2975 5.7705 0.095
H -1.7863 0.5636 -2.3339 0.058
H -2.0771 -2.4467 1.3604 0.053
H -5.4877 -2.3326 -0.2234 0.098
H -2.2520 2.5230 1.6563 0.053
H 5.4161 0.2375 1.3047 0.066
H 2.9110 1.9415 -1.0017 0.036
O 0.3673 -0.0563 4.1785 -0.407
C 0.6033 -3.5548 -2.1189 -0.040
H -3.8209 3.3159 1.4012 0.096
H -1.2807 -3.4726 4.6494 0.088
H -0.6296 -4.3435 -3.7011 0.110
C 0.9892 2.1549 -4.8741 -0.009
H 2.0278 0.1385 -2.6732 0.037
H -0.4360 1.9033 4.4767 0.078
O -0.4188 -2.2501 3.1907 -0.373
C -2.8776 -2.5840 0.6181 -0.079
H 1.3401 -4.3556 -2.1128 0.111
H 5.1011 -1.7476 -1.6819 0.087
H 0.3117 -3.9568 4.0066 0.094
H 4.4598 1.9536 -1.8770 0.090
C -4.7928 -1.5821 -0.6307 -0.082
H -3.5403 -3.3857 0.9840 0.101
H 1.0927 1.0676 -4.8600 0.122
P -2.5417 0.0976 -0.0743 0.992
H 3.5184 -2.1584 3.4568 0.095
C -3.7186 -1.3077 0.4328 -0.668
C -2.1964 -0.3260 -1.8335 -0.280
H 4.1856 -3.3626 0.8772 0.073
C -0.4748 -3.5399 -2.9820 -0.070
H 5.4792 -2.2629 0.3568 0.056
H -3.1296 -0.5727 -2.3575 0.080
H -1.9872 0.3603 6.2568 0.085
H 0.2089 -2.5982 5.1669 0.090
H 5.6773 -0.2179 -2.3576 0.091
C -4.3642 -0.9481 1.7815 -0.093
H 2.2385 -1.0111 3.0158 0.049
H 0.5254 6.0255 -4.9286 0.118
H 2.2742 -2.6259 2.2820 0.075
O 1.0360 4.0391 1.9315 0.096
H -4.9826 -1.8016 2.1005 0.098
C -0.2975 -3.1070 4.3341 -0.105
H 0.2573 1.0691 5.9161 0.090
N 0.4659 1.6878 -1.3790 0.095
C 0.7329 2.9796 1.6299 -0.074
H -3.7515 1.6806 2.0944 0.063
C 3.8987 1.4703 -1.0637 -0.106
C 2.0781 -2.3325 -0.5611 -0.306
C 0.8432 -2.4467 -1.2580 -0.374
H -5.4834 1.1206 0.1791 0.068
H -2.4326 -2.9199 -0.3269 0.075
C 2.9020 -1.7935 2.6221 -0.115
H -3.1791 3.7323 -1.0049 0.097
C -2.6802 2.7513 -1.0483 -0.104
H -3.6008 -0.7820 2.5561 0.043
P 2.7411 -0.8174 0.0406 0.945
C 0.5619 2.1656 -2.4529 -0.108
C 4.7653 -2.4771 1.1572 -0.089
C -3.3987 1.7981 -0.0793 -0.685
H 5.0808 -0.2990 2.9576 0.090
C -1.3645 -2.4609 -2.9376 -0.074
N -0.1168 -1.4607 -1.1502 -0.003
H -2.7406 2.4015 -2.0874 0.080
C 1.1593 2.8641 -6.0630 -0.050
H 2.6671 -3.2516 -0.4965 0.055
H 1.3321 1.7023 4.6279 0.089
H -4.9563 1.2772 -1.5287 0.087
H -5.0181 -0.0688 1.7197 0.064
C 3.8373 -1.3077 1.5056 -0.688
```

Computed properties:
E_HOMO: -8.25 eV
Gap between HOMO and LUMO: 5.45 eV
Multiplicity: 1
Net charge: +1

Short version: ii, i, most stable first.

i | A 2-piece molecular cluster, C2H5F2NOS overall, computed with wB97M-V/def2-TZVPD.

```
12
Properties=species:S:1:pos:R:3:lowdin_charge:R:1
H -3.2774 0.8952 1.4328 0.053
F 0.7342 -1.1265 1.3706 0.052
H 1.7769 -1.1728 -1.1731 0.033
H -1.8536 1.8584 1.0405 -0.025
C 0.9931 -0.1983 0.4117 -0.357
H 2.9200 -1.0944 0.2530 0.133
N -2.7041 1.4232 0.7805 -0.244
C 2.1536 -0.5595 -0.4575 -0.017
F 1.0216 1.0562 0.9334 0.035
S -2.1682 0.8378 -0.7808 0.829
O -3.0800 -0.2302 -1.1114 -0.583
H 2.6103 0.3205 -0.9331 0.090
```

Computed properties:
E_HOMO (alpha / beta): -8.93 / -7.96 eV
Gap between HOMO and LUMO (alpha / beta): 8.65 / 7.95 eV
Multiplicity: 1

ii | A 2-piece molecular cluster, C2H5F2NOS overall, computed with wB97M-V/def2-TZVPD.

```
12
Properties=species:S:1:pos:R:3:lowdin_charge:R:1
S -1.2274 2.8346 -1.1940 0.836
F 0.9620 -1.5567 2.0622 0.034
H 1.0015 -0.1181 -0.8214 0.094
N -2.3957 2.4209 -0.2603 -0.290
C 1.3440 -1.6075 0.7781 -0.496
H 2.3803 -1.4514 0.7600 0.129
H -2.9153 1.6180 -0.4986 -0.022
H -0.5282 -0.9201 -0.0798 0.100
O -0.8322 1.8327 -2.1313 -0.522
C 0.4785 -0.4862 0.1192 -0.005
F 1.1195 -2.8538 0.4431 0.088
H 0.6129 0.2875 0.8228 0.055
```

Computed properties:
E_HOMO: -11.33 eV
Gap between HOMO and LUMO: 10.42 eV
Multiplicity: 1

Short version: ii, i, most stable first.

i | One molecule with the formula C2H5IOS, computed with wB97M-V/def2-TZVPD.

```
10
Properties=species:S:1:pos:R:3:lowdin_charge:R:1
H -0.0298 -0.8180 -1.2623 0.036
O 2.0590 2.4708 0.5333 -0.613
I 4.0922 -0.2759 -0.0105 0.545
H 0.6079 0.7100 1.1647 0.087
C 0.9427 -0.0284 0.4174 -0.518
H 1.2819 -1.0546 0.6319 0.067
C -0.2017 -0.1116 -0.5602 -0.165
H -1.1583 -0.2084 -0.0485 0.092
H -0.1761 0.8175 -1.1097 0.059
S 2.1810 1.0093 -0.3811 0.410
```

Computed properties:
E_HOMO: -9.41 eV
Gap between HOMO and LUMO: 8.66 eV
Multiplicity: 1

ii | One molecule with the formula C2H5IOS, computed with wB97M-V/def2-TZVPD.

```
10
Properties=species:S:1:pos:R:3:lowdin_charge:R:1
S -2.2361 -0.4136 -1.4718 0.455
H 0.0002 1.7852 -0.7561 0.079
I -1.8289 0.9813 -3.3747 0.563
H 0.6815 0.6670 -1.9115 0.049
H -0.3467 -1.5502 -0.5851 0.091
H 1.1403 0.5876 -0.3007 0.034
O -3.2716 0.5952 -0.6419 -0.681
C -0.6574 -0.4762 -0.4893 -0.436
H -0.9984 -0.4683 0.5359 0.072
C 0.2602 0.7214 -0.8386 -0.226
```

Computed properties:
E_HOMO: -9.23 eV
Gap between HOMO and LUMO: 8.32 eV
Multiplicity: 1

Short version: ii, i, most stable first.

i | A 3-piece molecular cluster, C2H9O3 overall, computed with wB97M-V/def2-TZVPD.

```
14
Properties=species:S:1:pos:R:3:lowdin_charge:R:1
H -1.3167 -0.0016 -0.6663 -0.010
H 1.1299 0.8818 -1.8274 0.052
H 1.7207 -0.7525 -1.4703 0.058
O -0.0504 -0.5577 0.4129 -0.340
H -2.4134 -0.5561 2.1200 -0.007
C 0.9666 0.3335 0.2838 -0.519
H -2.1314 -1.0875 -1.3237 0.015
O -2.1673 -0.1278 -1.1721 -0.144
H -0.8995 -0.3904 1.7739 -0.025
H 1.7759 0.2560 1.0515 0.082
C 1.6561 0.2701 -1.0840 -0.134
O -1.5735 -0.3278 2.5244 -0.154
H 0.6369 1.3712 0.4353 0.084
H 2.6661 0.6888 -1.0581 0.043
```

Computed properties:
E_HOMO: -3.66 eV
Gap between HOMO and LUMO: 8.06 eV
Multiplicity: 1
Net charge: -1

ii | A 3-piece molecular cluster, C2H9O3 overall, computed with wB97M-V/def2-TZVPD.

```
14
Properties=species:S:1:pos:R:3:lowdin_charge:R:1
O 1.4627 0.4301 1.6293 -0.383
O 2.8080 -1.6670 1.9143 -0.205
C -1.0874 -0.0590 -0.6548 -0.408
H -0.6840 1.0214 -2.4810 0.066
C -1.5416 0.5755 -1.9593 -0.120
H 0.0993 0.6658 0.8977 0.022
O -0.5374 0.9220 0.1297 -0.144
H 1.7178 1.3361 1.8104 -0.063
H -2.1675 1.4201 -1.6823 0.063
H -0.4448 -0.9362 -0.7732 0.109
H -1.9697 -0.1308 -2.6521 0.051
H 2.2136 -2.3581 2.2224 -0.026
H -2.0517 -0.3887 -0.2107 0.093
H 2.1827 -0.8311 1.8098 -0.054
```

Computed properties:
E_HOMO: -4.18 eV
Gap between HOMO and LUMO: 8.26 eV
Multiplicity: 1
Net charge: -1

Short version: i, ii, most stable first.